{
  "formula": "C18H18O6",
  "method": "ωB97M-V with the def2-TZVPD basis set",
  "e_lumo_ev": 0.7,
  "e_above_lowest_kcal_mol": 0.0,
  "homo_lumo_gap_ev": 9.4,
  "homo_ha": -0.3216,
  "smiles": "COC(=O)c1ccccc1OCCOc1ccccc1C(=O)OC",
  "species": ["C", "O", "C", "O", "C", "C", "C", "C", "C", "C", "O", "C", "C", "O", "C", "C", "C", "C", "C", "C", "C", "O", "O", "C", "H", "H", "H", "H", "H", "H", "H", "H", "H", "H", "H", "H", "H", "H", "H", "H", "H", "H"],
  "xyz": [[0.049, 2.390, 4.241], [0.005, 2.270, 2.827], [0.995, 1.558, 2.267], [1.887, 1.052, 2.906], [0.900, 1.548, 0.786], [2.084, 1.787, 0.089], [2.089, 1.922, -1.283], [0.893, 1.834, -1.978], [-0.280, 1.551, -1.310], [-0.291, 1.368, 0.073], [-1.486, 1.015, 0.618], [-1.525, 0.106, 1.701], [-2.292, -1.154, 1.272], [-1.518, -1.920, 0.377], [-1.476, -1.553, -0.937], [-2.624, -1.257, -1.669], [-2.555, -1.004, -3.026], [-1.340, -1.062, -3.690], [-0.197, -1.360, -2.978], [-0.242, -1.586, -1.604], [1.062, -1.836, -0.936], [2.038, -2.231, -1.529], [1.064, -1.522, 0.362], [2.286, -1.709, 1.067], [-0.068, 1.411, 4.711], [-0.772, 3.047, 4.516], [1.004, 2.817, 4.555], [2.997, 1.882, 0.658], [3.014, 2.105, -1.806], [0.877, 1.958, -3.050], [-1.211, 1.444, -1.843], [-2.037, 0.584, 2.543], [-0.519, -0.202, 2.000], [-2.455, -1.793, 2.144], [-3.257, -0.864, 0.847], [-3.586, -1.239, -1.179], [-3.460, -0.776, -3.569], [-1.290, -0.879, -4.752], [0.766, -1.413, -3.464], [2.297, -2.703, 1.516], [2.334, -0.944, 1.840], [3.129, -1.613, 0.380]],
  "forces_ev_per_angstrom": [[0.17, -0.07, 0.37], [-0.11, 0.06, -0.38], [0.13, 0.07, 0.13], [-0.07, 0.10, 0.03], [-0.19, -0.01, -0.08], [-0.10, -0.06, 0.07], [0.10, 0.01, -0.03], [-0.01, 0.01, 0.10], [-0.14, 0.06, 0.26], [0.34, 0.18, -0.23], [0.00, 0.20, -0.11], [-0.32, -0.64, 0.17], [0.17, 0.65, 0.30], [-0.11, -0.17, -0.34], [0.24, -0.05, -0.35], [-0.09, -0.03, 0.21], [0.02, 0.02, 0.06], [0.06, 0.03, -0.08], [-0.05, -0.08, 0.11], [-0.32, -0.09, 0.12], [0.32, -0.03, -0.04], [-0.09, -0.03, 0.01], [-0.24, 0.06, -0.02], [0.51, -0.06, 0.03], [0.00, 0.08, 0.00], [0.03, -0.04, -0.03], [-0.11, -0.04, 0.01], [0.07, 0.01, 0.05], [0.09, 0.04, -0.04], [-0.01, 0.00, -0.11], [-0.12, -0.09, -0.07], [0.10, -0.05, -0.06], [-0.12, 0.00, 0.00], [-0.05, 0.09, -0.06], [0.03, -0.07, 0.06], [-0.05, -0.02, 0.06], [-0.08, 0.01, -0.03], [0.02, 0.01, -0.10], [0.08, 0.00, -0.02], [0.00, 0.03, -0.05], [-0.06, -0.07, -0.07], [-0.05, -0.01, 0.15]]
}

=====

{
  "formula": "C18H18O8",
  "method": "ωB97M-V with the def2-TZVPD basis set",
  "e_lumo_ev": -0.3,
  "e_above_lowest_kcal_mol": 2.1,
  "homo_lumo_gap_ev": 9.5,
  "homo_ha": -0.3594,
  "smiles": "CCOC(=O)C[C@@H]1OC(=O)c2cc3c(cc21)C(=O)O[C@@H]3CC(=O)OCC",
  "species": ["C", "C", "O", "C", "O", "C", "C", "O", "C", "O", "C", "C", "C", "C", "C", "C", "C", "O", "O", "C", "C", "C", "O", "O", "C", "C", "H", "H", "H", "H", "H", "H", "H", "H", "H", "H", "H", "H", "H", "H", "H", "H", "H", "H"],
  "xyz": [[5.837, 1.467, -1.468], [5.295, 0.067, -1.224], [4.743, -0.058, 0.092], [3.497, 0.357, 0.273], [2.794, 0.825, -0.584], [3.061, 0.136, 1.714], [1.745, -0.658, 1.736], [1.920, -1.891, 1.041], [1.118, -1.973, -0.046], [1.110, -2.918, -0.783], [0.284, -0.752, -0.091], [-0.695, -0.388, -1.001], [-1.337, 0.805, -0.734], [-1.008, 1.580, 0.378], [-0.009, 1.229, 1.272], [0.631, 0.035, 1.008], [-1.919, 2.753, 0.392], [-1.948, 3.672, 1.156], [-2.752, 2.636, -0.668], [-2.507, 1.454, -1.417], [-3.751, 0.538, -1.407], [-3.693, -0.370, -0.189], [-3.822, -0.012, 0.950], [-3.416, -1.617, -0.560], [-3.223, -2.588, 0.475], [-2.470, -3.772, -0.104], [6.575, 1.722, -0.712], [5.027, 2.192, -1.433], [6.303, 1.509, -2.448], [4.517, -0.175, -1.956], [6.090, -0.679, -1.265], [3.840, -0.412, 2.240], [2.899, 1.104, 2.189], [1.482, -0.895, 2.774], [-0.936, -1.013, -1.846], [0.225, 1.856, 2.117], [-2.286, 1.758, -2.447], [-4.638, 1.169, -1.356], [-3.772, -0.075, -2.306], [-2.671, -2.118, 1.296], [-4.207, -2.891, 0.852], [-3.022, -4.189, -0.942], [-1.485, -3.473, -0.451], [-2.356, -4.536, 0.659]],
  "forces_ev_per_angstrom": [[-0.21, -0.28, 0.21], [0.08, 0.18, -0.54], [0.34, -0.15, 0.23], [-0.20, 0.06, 0.40], [0.08, 0.08, -0.17], [-0.13, -0.33, -0.28], [0.14, 0.56, 0.35], [0.37, -0.26, 0.09], [-0.42, -0.18, -0.53], [0.09, 0.09, 0.12], [-0.02, 0.39, 0.46], [0.23, -0.03, 0.14], [0.31, 0.43, 0.27], [0.03, -0.38, -0.39], [-0.18, 0.00, -0.14], [-0.34, -0.36, -0.32], [0.36, 0.14, 0.46], [-0.06, -0.09, -0.11], [-0.33, 0.28, -0.01], [-0.07, -0.47, -0.39], [0.15, 0.07, 0.30], [-0.31, 0.29, -0.23], [-0.04, 0.10, 0.12], [0.03, -0.35, -0.38], [0.12, -0.26, 0.48], [-0.22, 0.42, -0.03], [0.10, 0.04, 0.03], [-0.02, 0.07, -0.03], [0.07, 0.03, -0.11], [0.15, -0.05, 0.12], [-0.14, 0.06, 0.01], [-0.07, 0.08, 0.07], [0.03, 0.01, 0.02], [0.02, 0.04, -0.19], [-0.03, -0.12, -0.10], [0.03, 0.11, 0.13], [-0.02, -0.05, 0.19], [0.00, -0.06, -0.04], [-0.01, 0.07, -0.02], [-0.12, -0.07, -0.11], [0.13, 0.11, -0.01], [-0.03, -0.12, -0.08], [0.11, -0.01, -0.03], [0.02, -0.10, 0.07]]
}

=====

{
  "formula": "C18H19BeIN2",
  "method": "ωB97M-V with the def2-TZVPD basis set",
  "e_lumo_ev": [0.0, -0.2],
  "homo_lumo_gap_ev": [5.5, 5.8],
  "homo_ha": [-0.1997, -0.2188],
  "species": ["C", "C", "H", "H", "H", "H", "H", "H", "C", "C", "C", "C", "H", "H", "H", "H", "N", "C", "C", "N", "C", "C", "C", "H", "H", "C", "H", "H", "Be", "I", "C", "C", "C", "C", "C", "C", "H", "H", "H", "H", "H"],
  "xyz": [[2.625, 0.656, 3.623], [2.322, -1.673, 3.448], [3.275, 1.522, 3.446], [2.909, 0.184, 4.572], [1.570, 0.978, 3.677], [2.319, -2.687, 3.049], [3.108, -1.600, 4.196], [1.340, -1.395, 3.859], [0.388, 2.696, -1.086], [0.841, 3.537, -2.103], [1.086, 2.993, -3.374], [0.909, 1.625, -3.591], [0.167, 3.059, -0.083], [0.994, 4.593, -1.890], [1.418, 3.631, -4.195], [1.077, 1.141, -4.558], [0.227, 1.375, -1.296], [0.488, 0.829, -2.530], [0.342, -0.621, -2.551], [-0.032, -1.143, -1.341], [-0.103, -2.478, -1.158], [0.527, -2.840, -3.457], [0.195, -3.355, -2.198], [-0.373, -2.810, -0.159], [0.144, -4.425, -2.009], [0.604, -1.454, -3.639], [0.840, -0.981, -4.589], [0.725, -3.505, -4.300], [-0.341, 0.149, -0.373], [2.733, -0.433, 1.707], [-3.948, 0.199, 2.334], [-3.088, -0.900, 2.342], [-1.882, -0.885, 1.599], [-1.583, 0.230, 0.825], [-2.402, 1.347, 0.846], [-3.604, 1.332, 1.591], [-4.870, 0.186, 2.924], [-3.341, -1.783, 2.933], [-1.215, -1.752, 1.634], [-2.142, 2.249, 0.283], [-4.252, 2.208, 1.593]],
  "forces_ev_per_angstrom": [[-0.02, 3.47, 1.18], [-0.57, -2.86, 0.06], [-0.32, 0.04, 0.17], [0.03, 0.13, -0.70], [0.52, -0.08, -0.04], [-0.31, -0.19, 0.18], [-0.06, -0.04, -0.39], [0.44, -0.10, -0.29], [0.52, 0.66, -0.98], [-0.49, -0.31, 1.40], [0.09, -1.03, -0.92], [0.15, 1.01, -0.26], [0.05, -0.09, -0.25], [-0.08, -0.27, -0.12], [-0.10, -0.20, 0.28], [0.04, 0.48, 0.31], [-0.14, -0.24, 0.20], [0.05, -1.36, -0.11], [0.36, 1.18, -0.29], [0.05, 0.20, 0.44], [0.43, -0.37, -1.12], [0.25, 1.33, -0.97], [-0.49, 0.12, 1.47], [-0.01, -0.01, -0.25], [0.02, 0.24, -0.12], [-0.15, -1.13, 0.01], [0.04, -0.43, 0.09], [-0.05, 0.18, 0.30], [-0.58, 0.08, 0.81], [0.18, -0.37, -0.26], [0.22, 0.13, -0.13], [0.70, -0.32, -0.10], [-1.68, 0.17, 0.81], [1.76, -0.16, -0.71], [-1.47, 0.11, 0.79], [0.57, 0.06, -0.19], [0.33, -0.04, -0.27], [0.01, 0.25, -0.11], [-0.26, 0.23, -0.02], [-0.14, -0.31, 0.07], [0.09, -0.19, 0.02]]
}

=====

{
  "formula": "C18H19CaNO2",
  "method": "ωB97M-V with the def2-TZVPD basis set",
  "e_lumo_ev": -0.7,
  "homo_lumo_gap_ev": 5.1,
  "homo_ha": -0.2130,
  "species": ["C", "C", "C", "H", "C", "H", "H", "H", "C", "H", "H", "C", "H", "H", "C", "H", "H", "C", "H", "H", "Ca", "H", "O", "C", "O", "C", "C", "C", "C", "C", "C", "C", "C", "C", "N", "H", "H", "H", "H", "H", "H"],
  "xyz": [[1.407, 1.598, -2.102], [-1.776, 1.562, -2.118], [0.876, 0.206, -2.280], [2.404, 1.655, -2.600], [-2.065, 0.269, -2.414], [-2.343, 2.082, -1.324], [1.544, -0.601, -1.942], [-2.950, -0.221, -1.983], [0.177, -0.165, -3.560], [0.716, -1.029, -4.000], [0.264, 0.632, -4.312], [0.529, 2.754, -2.670], [1.039, 3.137, -3.570], [0.563, 3.589, -1.954], [-0.966, 2.495, -3.000], [-1.058, 2.245, -4.071], [-1.470, 3.479, -2.918], [-1.332, -0.567, -3.437], [-1.827, -0.481, -4.424], [-1.421, -1.642, -3.189], [-0.643, 0.107, -0.380], [1.687, 1.876, -1.069], [-2.309, -3.580, 0.507], [-1.482, -2.674, 0.425], [-1.116, -2.008, -0.639], [-0.793, -2.253, 1.720], [-0.826, -3.058, 2.876], [-0.145, -2.629, 3.996], [0.564, -1.406, 3.999], [1.321, -0.915, 5.096], [2.015, 0.287, 5.007], [1.934, 1.075, 3.836], [1.172, 0.648, 2.757], [0.506, -0.601, 2.810], [-0.195, -1.049, 1.724], [-1.387, -3.989, 2.819], [-0.151, -3.231, 4.903], [1.359, -1.520, 6.005], [2.617, 0.636, 5.849], [2.473, 2.026, 3.779], [1.088, 1.262, 1.851]],
  "forces_ev_per_angstrom": [[1.13, 0.21, -0.94], [-0.86, -0.32, -1.16], [-1.13, -0.58, 1.60], [-0.26, 0.51, 0.07], [-1.02, 0.76, -1.12], [-0.01, -0.34, -0.27], [0.26, 0.45, -0.19], [0.54, 0.18, 0.45], [0.52, -0.39, -0.60], [-0.45, 0.28, -0.02], [0.00, -0.13, 0.05], [0.40, 0.23, 0.14], [-0.48, -0.09, 0.22], [0.05, -0.14, -0.12], [0.27, 0.63, -0.15], [-0.11, -0.33, 0.61], [0.19, -0.42, -0.03], [0.15, -0.04, -0.16], [0.10, 0.18, 0.30], [0.00, 0.60, 0.22], [1.20, -0.67, 0.27], [-0.29, -0.36, 0.21], [0.61, 0.56, -0.04], [-0.29, -0.09, -1.29], [-0.76, -0.85, 1.65], [0.75, 1.54, 0.54], [0.30, 0.10, 0.27], [-0.37, -0.39, -0.25], [0.25, 0.95, -0.57], [0.37, 0.42, -0.02], [-0.44, -0.70, 0.15], [-0.40, -0.13, -0.60], [0.35, 0.21, 0.48], [-0.47, -0.93, 0.48], [-0.10, -0.66, -0.05], [0.20, 0.23, 0.13], [0.03, 0.07, -0.14], [0.06, 0.23, -0.22], [-0.23, -0.14, -0.27], [-0.22, -0.37, 0.03], [0.14, -0.24, 0.36]]
}